# 1
Here is a molecular structure, C31H27ClFI3NNaO6PS3 from OMol25. Energies are from ωB97M-V with the def2-TZVPD basis set.

**Charge**: +1
**Lowest unoccupied orbital energy**: -4.6279 eV

Each line ends with the Mulliken charge.
Atoms and positions in Å:
C  -4.081  4.647  1.248  -1.110
C  -3.363  4.173  0.404  -0.105
C  -2.484  3.556  -0.574  0.588
C  -3.282  3.067  -1.798  -0.659
C  -2.396  2.796  -3.046  -1.728
C  -0.981  2.427  -2.661  0.762
C  0.058  3.333  -2.823  -0.383
I  -0.197  5.255  -3.647  0.149
C  1.352  3.000  -2.452  0.815
F  2.321  3.898  -2.625  -0.358
C  1.654  1.768  -1.903  -0.223
C  3.098  1.484  -1.546  -0.948
C  3.836  0.658  -2.634  -1.009
C  4.734  -0.435  -2.045  0.144
C  6.165  0.042  -1.751  -0.866
S  6.754  -0.798  -0.273  1.046
O  8.174  -0.725  -0.177  -0.564
O  6.183  -2.105  -0.200  -0.521
Cl  5.883  0.341  1.198  -0.197
C  0.619  0.857  -1.724  0.241
C  -0.689  1.174  -2.106  0.434
C  -1.756  0.153  -1.891  -0.335
O  -2.759  0.087  -2.556  -0.518
C  -1.555  -0.773  -0.729  0.326
C  -2.626  -1.305  -0.038  0.647
N  -3.988  -1.027  -0.397  -0.516
C  -4.487  -1.744  -1.249  0.478
S  -5.086  -2.660  -2.343  -0.330
C  -2.394  -2.132  1.057  0.467
C  -3.588  -2.704  1.734  -1.914
I  -4.635  -1.480  3.087  0.164
C  -3.965  -3.945  1.411  0.276
C  -3.239  -4.776  0.382  -1.096
I  -5.640  -4.852  2.304  0.101
C  -1.094  -2.413  1.482  0.818
P  -0.899  -3.495  2.964  0.065
S  -1.427  -2.694  4.643  -0.369
C  0.009  -1.885  0.781  0.528
C  1.420  -2.164  1.260  -1.203
C  1.685  -1.453  2.619  -0.701
O  0.801  -0.335  2.742  -0.008
C  0.761  0.202  3.969  0.612
C  -0.152  1.386  4.106  -0.915
O  1.391  -0.196  4.906  -0.541
C  -0.262  -1.088  -0.326  0.506
C  0.842  -0.503  -1.141  -0.153
O  1.875  -1.090  -1.354  -0.598
H  -4.717  4.878  2.057  0.420
H  -1.740  4.302  -0.854  0.247
H  -1.966  2.731  -0.086  0.129
H  -3.951  3.884  -2.053  0.568
H  -3.849  2.185  -1.518  0.317
H  -2.832  2.008  -3.641  0.247
H  -2.420  3.687  -3.660  0.585
H  3.630  2.428  -1.474  0.737
H  3.148  0.996  -0.576  0.193
H  3.073  0.145  -3.213  0.449
H  4.353  1.310  -3.336  0.650
H  4.729  -1.312  -2.682  0.490
H  4.285  -0.738  -1.106  -0.379
H  6.846  -0.220  -2.553  0.403
H  6.162  1.100  -1.508  0.424
H  -3.873  -5.612  0.103  0.458
H  -3.044  -4.206  -0.522  0.217
H  -2.303  -5.175  0.765  0.253
H  -1.621  -4.652  2.644  0.089
H  0.435  -3.919  2.909  0.144
H  2.164  -1.791  0.577  -0.199
H  1.574  -3.230  1.373  0.676
H  1.565  -2.161  3.434  0.314
H  2.708  -1.089  2.673  0.702
H  -0.514  1.756  3.146  0.022
H  -1.017  1.100  4.703  0.280
H  0.382  2.152  4.657  0.374
Na  -3.800  3.914  3.453  0.895

---

# 2
Here is 2 unconnected molecules or ions with the total composition C2H2N2O from OMol25. Energies are from ωB97M-V with the def2-TZVPD basis set.

**SMILES**: C#CO.N#N
**Relative energy (zero: lowest compared OMol25 entry of this formula, charge and spin)**: 188.2 kJ/mol
**Lowest unoccupied orbital energy**: 0.6329 eV

Each line ends with the Mulliken charge.
Atoms and positions in Å:
C  0.958  0.980  0.549  -0.311
C  0.867  -0.192  0.198  -0.013
O  0.568  -1.412  0.049  -0.488
H  0.969  1.873  0.982  0.452
H  0.448  -1.739  -0.885  0.368
N  -1.697  -0.051  -0.849  0.061
N  -2.114  0.541  -0.044  -0.069

---

# 3
Here is a molecular structure, C48H50MoN11O3P from OMol25. Energies are from ωB97M-V with the def2-TZVPD basis set.

**Relative energy (zero: lowest compared OMol25 entry of this formula, charge and spin)**: 0.0 kJ/mol
**Charge**: +4
**Spin multiplicity**: 3
**Lowest unoccupied orbital energy (spin up / spin down)**: -11.2387 / -11.6993 eV

Each line ends with the Mulliken charge.
Atoms and positions in Å:
Mo  -0.885  -0.783  -0.387  -1.692
C  -1.001  -1.283  -4.843  -0.975
C  -1.192  -1.560  -3.498  -0.546
N  -1.232  -0.583  -2.589  0.766
C  -1.075  0.679  -3.017  0.125
C  -0.822  0.924  -4.366  -0.321
N  -0.783  -0.046  -5.266  -0.488
C  -1.227  1.743  -2.003  0.070
C  -1.173  3.071  -2.370  -0.796
C  -1.439  4.078  -1.444  0.686
C  -1.876  3.637  -0.190  -1.722
C  -1.921  2.293  0.129  -0.185
N  -1.504  1.324  -0.735  1.075
C  -2.618  2.003  1.415  0.278
C  -2.512  2.839  2.517  -0.045
N  -3.351  2.779  3.546  -0.535
C  -4.330  1.891  3.516  -0.772
C  -4.426  0.968  2.481  0.063
N  -3.572  1.051  1.466  0.606
C  -1.349  5.503  -1.775  0.465
C  -1.554  5.955  -3.078  -0.561
C  -1.463  7.318  -3.325  -0.537
N  -1.171  8.210  -2.385  -0.483
C  -0.969  7.777  -1.146  -0.500
C  -1.056  6.441  -0.785  -0.671
H  -1.008  -2.076  -5.582  0.470
H  -1.286  -2.579  -3.155  0.606
H  -0.636  1.923  -4.735  0.543
H  -0.917  3.342  -3.382  0.455
H  -2.261  4.359  0.514  1.236
H  -1.717  3.573  2.572  0.639
H  -5.038  1.883  4.335  0.475
H  -5.156  0.171  2.459  0.481
H  -1.828  5.289  -3.885  0.455
H  -1.636  7.707  -4.321  0.412
H  -0.727  8.532  -0.406  0.398
H  -0.857  6.151  0.239  0.493
N  -1.970  -3.583  2.926  0.342
C  -2.804  -4.164  1.810  0.292
C  -3.765  -3.095  1.236  -1.216
C  -3.525  -2.538  -0.187  -0.091
N  -2.878  -1.201  -0.302  -0.958
C  -2.847  -3.584  -1.064  -1.807
C  -1.546  -4.097  -0.468  0.567
N  -0.504  -3.009  -0.272  -0.150
C  -1.877  -4.866  0.810  -1.916
H  -2.557  -3.168  3.654  0.570
H  -1.398  -2.810  2.551  -1.361
H  -1.376  -4.294  3.355  0.461
H  -3.404  -4.923  2.308  0.498
H  -3.860  -2.276  1.951  0.183
H  -4.743  -3.577  1.199  0.566
H  -4.525  -2.393  -0.600  0.865
H  -3.529  0.253  0.766  -0.073
H  -3.317  -0.758  -1.109  0.532
H  -2.722  -3.180  -2.066  0.443
H  -3.509  -4.446  -1.179  0.658
H  -1.102  -4.822  -1.151  0.483
H  0.231  -3.168  -0.959  0.569
H  -0.013  -3.149  0.612  -0.381
H  -0.968  -5.219  1.308  0.521
H  -2.383  -5.775  0.480  0.456
O  -2.475  -0.853  3.463  -0.758
C  -1.478  -0.531  2.840  0.015
O  -1.137  -1.183  1.732  2.044
C  -0.556  0.525  3.330  0.342
C  -0.859  1.159  4.531  -0.729
C  0.006  2.106  5.057  -1.148
C  1.181  2.412  4.383  -0.949
C  1.494  1.774  3.188  -1.123
C  0.632  0.820  2.653  -0.352
P  1.113  -0.086  1.155  4.838
C  1.829  -1.656  1.726  -0.149
C  1.551  -2.123  3.013  -0.616
C  2.072  -3.335  3.449  -0.862
C  2.874  -4.095  2.609  -0.923
C  3.167  -3.633  1.331  -0.848
C  2.650  -2.423  0.892  -0.400
C  2.459  0.915  0.478  0.593
C  3.792  0.695  0.824  -0.715
C  4.771  1.599  0.425  -0.939
C  4.428  2.716  -0.323  -0.922
C  3.100  2.935  -0.680  -0.842
C  2.120  2.040  -0.279  0.101
H  -1.769  0.894  5.052  0.672
H  -0.228  2.596  5.993  0.517
H  1.867  3.141  4.794  0.513
H  2.419  2.026  2.689  0.622
H  0.968  -1.522  3.701  0.536
H  1.883  -3.667  4.462  0.587
H  3.297  -5.028  2.958  0.500
H  3.823  -4.206  0.688  0.570
H  2.926  -2.062  -0.090  0.609
H  4.071  -0.152  1.438  0.511
H  5.801  1.437  0.718  0.529
H  5.190  3.424  -0.621  0.443
H  2.834  3.812  -1.255  0.546
H  1.082  2.236  -0.532  0.025
N  0.979  -0.854  -1.443  0.582
C  1.879  -0.949  -2.182  -0.072
N  2.880  -1.022  -2.977  0.048
C  4.061  -0.122  -2.834  0.179
C  5.264  -0.976  -2.471  -0.463
O  5.444  -2.008  -3.412  -0.398
C  4.356  -2.898  -3.453  -0.454
C  3.096  -2.171  -3.900  -0.539
H  3.841  0.631  -2.080  -0.133
H  4.205  0.358  -3.803  0.351
H  5.141  -1.392  -1.460  0.249
H  6.166  -0.366  -2.489  0.434
H  4.195  -3.354  -2.465  0.171
H  4.605  -3.685  -4.163  0.427
H  2.217  -2.815  -3.894  0.427
H  3.231  -1.753  -4.898  0.331

---

# 4
Here is C4H6O in the gas phase from OMol25. Energies are from ωB97M-V with the def2-TZVPD basis set.

**SMILES**: CCC=C=O
**Relative energy (zero: lowest compared OMol25 entry of this formula, charge and spin)**: 18.4 kJ/mol
**Lowest unoccupied orbital energy**: 0.8405 eV

Each line ends with the Mulliken charge.
Atoms and positions in Å:
C  -0.634  0.799  -0.854  -1.053
C  -0.678  -0.420  0.069  -0.353
C  0.511  -0.511  1.012  -0.596
C  1.757  -0.459  0.595  0.600
O  2.863  -0.412  0.214  -0.401
H  0.283  0.810  -1.455  0.311
H  -0.654  1.726  -0.272  0.299
H  -1.486  0.805  -1.543  0.316
H  -1.583  -0.381  0.685  0.289
H  -0.756  -1.335  -0.531  0.263
H  0.376  -0.623  2.081  0.324

---

# 5
Here is a molecular structure, C17H35NO2S4Se2Ti from OMol25. Energies are from ωB97M-V with the def2-TZVPD basis set.

**Relative energy (zero: lowest compared OMol25 entry of this formula, charge and spin)**: 141.3 kJ/mol
**Charge**: -2
**Spin multiplicity**: 3
**Lowest unoccupied orbital energy (spin up / spin down)**: 4.2168 / 4.2042 eV

Each line ends with the Mulliken charge.
Atoms and positions in Å:
Ti  0.247  -0.042  -0.305  0.609
C  -0.570  2.789  -2.494  -0.917
C  0.915  2.508  -2.626  -0.724
S  1.795  2.017  -1.097  0.116
C  1.858  3.581  -0.165  -1.048
C  0.723  3.868  0.818  -0.658
S  0.378  2.399  1.814  0.145
C  -1.150  2.945  2.635  -0.578
C  -2.000  1.736  3.042  -1.081
S  -2.115  0.470  1.696  0.029
C  -3.093  1.486  0.554  -0.989
C  -2.334  2.182  -0.556  0.405
S  -1.376  1.132  -1.715  0.109
H  -0.997  2.945  -3.490  0.356
H  -0.741  3.699  -1.907  0.341
H  1.486  3.340  -3.054  0.556
H  1.080  1.639  -3.270  0.238
H  1.929  4.398  -0.888  0.417
H  2.802  3.546  0.383  0.440
H  -0.178  4.166  0.278  0.209
H  1.024  4.709  1.452  0.432
H  -1.711  3.567  1.931  0.259
H  -0.905  3.564  3.503  0.519
H  -2.982  2.092  3.375  0.378
H  -1.532  1.222  3.886  0.386
H  -3.587  2.268  1.147  0.638
H  -3.865  0.848  0.138  0.374
H  -1.642  2.902  -0.127  -0.868
H  -3.052  2.743  -1.165  0.466
O  5.118  -3.864  0.768  -0.606
C  3.749  -3.755  1.152  -1.458
C  3.022  -2.530  0.569  2.726
C  1.620  -2.550  1.207  -1.480
O  1.054  -1.251  1.394  0.068
C  2.931  -2.692  -0.954  -1.519
Se  1.847  -1.394  -1.973  -0.492
C  3.783  -1.250  0.939  -1.752
Se  3.925  -0.878  2.872  -0.663
H  5.552  -3.098  1.163  0.381
H  3.684  -3.701  2.243  0.466
H  3.265  -4.672  0.804  0.458
H  1.671  -3.021  2.194  0.335
H  0.921  -3.106  0.579  0.249
H  1.624  -0.836  2.086  -0.129
H  2.515  -3.684  -1.160  0.416
H  3.939  -2.679  -1.369  0.435
H  3.297  -0.409  0.442  0.118
H  4.780  -1.299  0.493  0.721
C  -1.922  -2.140  -2.397  -1.462
C  -2.520  -1.649  -1.062  1.110
C  -2.541  -2.842  -0.085  -1.379
C  -3.988  -1.253  -1.332  -1.908
N  -1.767  -0.582  -0.471  0.107
H  -2.518  -2.949  -2.843  0.457
H  -0.898  -2.483  -2.248  0.130
H  -1.879  -1.312  -3.111  0.270
H  -3.086  -3.706  -0.494  0.469
H  -3.007  -2.541  0.857  0.286
H  -1.515  -3.147  0.130  -0.006
H  -4.547  -2.057  -1.827  0.485
H  -4.020  -0.366  -1.971  0.288
H  -4.497  -1.024  -0.391  0.320

---

What is the formula in the fifth record?
C17H35NO2S4Se2Ti